{
  "formula": "C15H28MnN3O3",
  "method": "ωB97M-V/def2-TZVPD",
  "lumo_ev": [-8.144, -8.610],
  "e_above_lowest_kcal_mol": 0.6,
  "s2": 8.75,
  "homo_lumo_gap_ev": [10.2, 9.9],
  "total_charge": 3,
  "multiplicity": 6,
  "elements": ["Mn", "C", "O", "C", "C", "O", "C", "H", "H", "H", "H", "H", "H", "H", "H", "H", "H", "C", "C", "N", "C", "C", "N", "C", "C", "H", "H", "H", "H", "H", "H", "H", "H", "H", "H", "H", "H", "H", "O", "N", "C", "C", "C", "C", "C", "H", "H", "H", "H", "H"],
  "coordinates": [[-0.17, -0.18, 0.29], [2.50, 1.57, 0.43], [1.62, 0.76, -0.40], [1.38, 1.32, -1.72], [0.00, 1.92, -1.75], [-0.95, 0.87, -1.39], [-2.03, 0.70, -2.35], [3.46, 1.67, -0.06], [2.63, 1.05, 1.37], [2.06, 2.55, 0.61], [1.46, 0.50, -2.43], [2.13, 2.07, -1.96], [-0.22, 2.31, -2.74], [-0.10, 2.72, -1.03], [-2.50, 1.66, -2.53], [-2.76, 0.02, -1.91], [-1.64, 0.29, -3.28], [0.31, -4.42, -1.41], [0.42, -2.88, -1.24], [-0.25, -2.44, 0.01], [-1.68, -2.87, -0.03], [-1.79, -4.41, -0.12], [-0.40, -4.96, -0.20], [0.38, -4.63, 1.04], [0.41, -3.09, 1.18], [1.28, -4.90, -1.48], [-0.27, -4.70, -2.29], [-0.04, -2.38, -2.09], [1.47, -2.58, -1.20], [-2.16, -2.41, -0.89], [-2.18, -2.51, 0.87], [-2.33, -4.74, -1.00], [-2.26, -4.85, 0.76], [-0.45, -5.98, -0.29], [1.37, -5.06, 0.94], [-0.13, -5.11, 1.88], [1.44, -2.74, 1.23], [-0.10, -2.77, 2.08], [-0.69, 0.24, 2.10], [-0.82, 0.93, 3.24], [0.16, 0.87, 4.16], [0.02, 1.57, 5.34], [-1.12, 2.32, 5.57], [-2.11, 2.35, 4.60], [-1.94, 1.64, 3.43], [1.01, 0.27, 3.91], [0.82, 1.51, 6.07], [-1.24, 2.87, 6.49], [-3.02, 2.92, 4.73], [-2.66, 1.61, 2.63]],
  "mulliken_charge": [1.34, -0.82, -0.31, -0.50, -0.47, -0.19, -0.96, 0.32, 0.25, 0.39, 0.25, 0.50, 0.52, 0.27, 0.36, 0.31, 0.39, -0.83, -0.57, 0.65, -0.44, -0.76, -0.07, -0.81, -0.48, 0.33, 0.37, 0.32, 0.47, 0.27, 0.48, 0.37, 0.30, 0.29, 0.33, 0.36, 0.45, 0.35, -0.73, 0.12, 0.04, -0.80, -0.15, -0.76, 0.00, 0.45, 0.44, 0.44, 0.44, 0.46]
}

=====

{
  "formula": "C64H159N17O20",
  "method": "ωB97M-V/def2-TZVPD",
  "lumo_ev": -0.038,
  "homo_lumo_gap_ev": 8.0,
  "elements": ["C", "O", "C", "C", "N", "C", "C", "O", "C", "H", "H", "H", "H", "H", "H", "H", "H", "H", "H", "H", "H", "H", "H", "H", "C", "O", "C", "C", "N", "C", "C", "O", "C", "H", "H", "H", "H", "H", "H", "H", "H", "H", "H", "H", "H", "H", "H", "H", "C", "O", "C", "C", "N", "C", "C", "O", "C", "H", "H", "H", "H", "H", "H", "H", "H", "H", "H", "H", "H", "H", "H", "H", "C", "O", "C", "C", "N", "C", "C", "O", "C", "H", "H", "H", "H", "H", "H", "H", "H", "H", "H", "H", "H", "H", "H", "H", "C", "O", "C", "C", "N", "C", "C", "O", "C", "H", "H", "H", "H", "H", "H", "H", "H", "H", "H", "H", "H", "H", "H", "H", "C", "O", "C", "C", "N", "C", "C", "O", "C", "H", "H", "H", "H", "H", "H", "H", "H", "H", "H", "H", "H", "H", "H", "H", "C", "O", "C", "C", "N", "C", "C", "O", "C", "H", "H", "H", "H", "H", "H", "H", "H", "H", "H", "H", "H", "H", "H", "H", "C", "C", "C", "C", "C", "C", "N", "O", "C", "C", "C", "H", "H", "H", "H", "H", "H", "H", "H", "H", "H", "H", "H", "H", "H", "H", "H", "H", "H", "H", "C", "C", "C", "C", "C", "C", "N", "O", "C", "C", "C", "H", "H", "H", "H", "H", "H", "H", "H", "H", "H", "H", "H", "H", "H", "H", "H", "H", "H", "H", "C", "O", "N", "N", "H", "H", "H", "H", "C", "O", "N", "N", "H", "H", "H", "H", "C", "O", "N", "N", "H", "H", "H", "H", "C", "O", "N", "N", "H", "H", "H", "H"],
  "coordinates": [[14.59, -4.33, -1.21], [13.33, -3.69, -1.39], [12.28, -3.92, -0.53], [11.23, -3.05, -1.17], [9.89, -3.35, -0.60], [9.05, -4.39, -1.22], [7.59, -4.49, -0.60], [6.86, -3.31, -0.78], [5.56, -3.25, -0.23], [14.61, -5.40, -1.01], [14.97, -3.80, -0.34], [15.22, -4.16, -2.08], [12.50, -3.54, 0.46], [12.03, -4.98, -0.51], [11.26, -2.99, -2.26], [11.47, -2.03, -0.88], [9.40, -2.48, -0.50], [9.56, -5.35, -1.12], [8.77, -4.27, -2.26], [7.74, -4.80, 0.43], [7.00, -5.30, -1.03], [4.95, -2.52, -0.76], [5.67, -2.93, 0.81], [5.14, -4.25, -0.09], [0.15, -5.52, 7.02], [1.52, -5.23, 7.20], [2.32, -6.06, 6.34], [3.76, -5.59, 6.63], [4.62, -6.42, 5.77], [6.09, -6.49, 5.98], [6.82, -5.09, 5.97], [8.14, -5.45, 6.31], [8.93, -4.32, 6.52], [-0.19, -5.61, 5.99], [-0.45, -4.70, 7.42], [-0.22, -6.45, 7.45], [2.05, -5.81, 5.31], [2.35, -7.10, 6.67], [3.97, -5.82, 7.67], [4.09, -4.56, 6.51], [4.21, -7.30, 5.50], [6.39, -7.21, 5.23], [6.41, -6.94, 6.92], [6.48, -4.37, 6.72], [6.88, -4.62, 4.98], [8.85, -3.50, 5.80], [9.95, -4.69, 6.43], [8.67, -3.89, 7.48], [4.90, -10.15, -8.82], [5.18, -9.75, -7.43], [4.02, -9.10, -6.94], [4.18, -8.67, -5.51], [4.23, -9.84, -4.63], [2.98, -10.50, -4.41], [1.77, -9.68, -3.92], [1.37, -8.81, -4.97], [0.05, -8.26, -4.82], [4.14, -10.93, -8.90], [5.82, -10.51, -9.27], [4.67, -9.32, -9.49], [3.09, -9.64, -7.14], [3.85, -8.18, -7.49], [3.44, -7.96, -5.13], [5.13, -8.13, -5.48], [4.72, -10.49, -5.23], [3.18, -11.30, -3.69], [2.63, -11.12, -5.24], [2.17, -9.02, -3.14], [1.01, -10.38, -3.58], [-0.64, -9.01, -4.45], [-0.35, -7.98, -5.80], [-0.03, -7.38, -4.17], [0.66, 1.48, 0.29], [-0.05, 2.68, 0.69], [-1.30, 2.97, 0.04], [-2.38, 1.96, 0.15], [-2.17, 0.84, -0.86], [-3.26, -0.17, -0.68], [-2.88, -1.52, -1.42], [-1.86, -2.20, -0.74], [-2.11, -2.83, 0.51], [0.11, 0.62, 0.69], [1.68, 1.52, 0.67], [0.76, 1.40, -0.80], [-1.20, 3.41, -0.95], [-1.62, 3.85, 0.60], [-3.37, 2.41, 0.07], [-2.44, 1.60, 1.17], [-1.37, 0.33, -0.53], [-4.14, 0.32, -1.10], [-3.44, -0.19, 0.40], [-2.62, -1.33, -2.46], [-3.78, -2.13, -1.53], [-2.92, -3.56, 0.50], [-2.30, -2.12, 1.31], [-1.30, -3.47, 0.86], [-7.05, 1.65, -8.87], [-7.13, 1.58, -7.41], [-8.54, 1.66, -7.06], [-8.81, 1.15, -5.65], [-9.15, -0.27, -5.54], [-8.10, -1.08, -6.19], [-8.24, -2.55, -5.58], [-7.47, -3.58, -6.22], [-8.34, -4.60, -6.60], [-7.88, 2.15, -9.37], [-6.91, 0.73, -9.43], [-6.18, 2.22, -9.19], [-9.19, 1.07, -7.71], [-8.87, 2.69, -7.13], [-9.66, 1.66, -5.21], [-8.03, 1.43, -4.94], [-8.92, -0.43, -4.57], [-7.13, -0.59, -6.06], [-8.21, -1.07, -7.27], [-9.27, -2.74, -5.29], [-7.82, -2.50, -4.58], [-8.74, -5.14, -5.74], [-7.93, -5.25, -7.38], [-9.17, -4.21, -7.19], [5.46, 2.37, 4.35], [4.30, 1.60, 4.56], [3.93, 1.27, 5.84], [3.50, 2.58, 6.56], [2.41, 3.21, 5.81], [1.85, 4.51, 6.23], [2.60, 5.83, 5.87], [3.82, 5.95, 6.61], [4.83, 6.88, 6.15], [5.56, 2.36, 3.26], [6.37, 1.85, 4.64], [5.41, 3.39, 4.73], [4.73, 0.70, 6.31], [3.12, 0.57, 5.65], [4.27, 3.33, 6.73], [3.11, 2.35, 7.55], [2.68, 3.24, 4.83], [1.59, 4.51, 7.29], [0.94, 4.71, 5.66], [1.94, 6.64, 6.16], [2.80, 5.84, 4.79], [4.84, 6.97, 5.07], [5.85, 6.69, 6.47], [4.51, 7.76, 6.70], [3.75, 8.59, -8.06], [4.32, 7.84, -6.98], [3.53, 6.63, -6.86], [4.31, 5.82, -5.78], [3.91, 6.19, -4.40], [4.54, 5.49, -3.30], [6.07, 5.78, -3.21], [6.31, 5.64, -1.84], [7.71, 5.58, -1.40], [3.92, 7.91, -8.90], [4.34, 9.50, -8.11], [2.71, 8.91, -7.99], [3.47, 6.10, -7.82], [2.54, 6.74, -6.42], [5.38, 5.90, -5.98], [4.00, 4.79, -5.99], [3.92, 7.17, -4.18], [4.34, 4.42, -3.31], [4.06, 5.82, -2.38], [6.25, 6.79, -3.57], [6.56, 5.01, -3.81], [7.60, 5.35, -0.34], [8.26, 6.51, -1.55], [8.29, 4.73, -1.77], [1.04, 10.03, -0.74], [1.85, 11.17, -0.05], [2.07, 12.29, -1.06], [2.68, 13.52, -0.30], [1.75, 13.96, 0.86], [1.62, 12.84, 1.88], [1.15, 11.58, 1.23], [0.88, 10.52, 2.10], [2.98, 12.70, 2.72], [0.58, 13.25, 2.96], [3.25, 10.56, 0.17], [1.01, 9.07, -0.24], [1.57, 9.81, -1.67], [0.05, 10.37, -1.04], [2.78, 11.90, -1.79], [1.12, 12.46, -1.57], [2.81, 14.33, -1.03], [3.73, 13.31, -0.07], [0.79, 14.27, 0.44], [2.26, 14.75, 1.41], [3.00, 11.89, 3.44], [3.81, 12.73, 2.01], [3.01, 13.62, 3.30], [0.47, 12.47, 3.72], [0.89, 14.11, 3.55], [-0.36, 13.30, 2.41], [3.99, 11.25, 0.58], [3.76, 10.09, -0.67], [3.14, 9.78, 0.92], [-0.08, 10.51, 2.14], [-12.99, -7.45, 2.81], [-11.44, -7.64, 3.27], [-11.16, -9.15, 3.01], [-9.70, -9.47, 2.98], [-9.10, -8.65, 1.82], [-9.31, -7.12, 1.98], [-10.74, -6.75, 2.34], [-11.00, -5.36, 2.56], [-8.37, -6.56, 3.01], [-8.94, -6.58, 0.57], [-11.24, -7.31, 4.76], [-13.42, -6.45, 2.87], [-13.56, -8.19, 3.38], [-13.07, -7.69, 1.75], [-11.54, -9.78, 3.81], [-11.67, -9.50, 2.12], [-9.57, -10.53, 2.76], [-9.16, -9.27, 3.91], [-9.52, -8.96, 0.85], [-8.05, -8.92, 1.92], [-7.40, -7.03, 2.89], [-8.24, -5.49, 2.81], [-8.64, -6.66, 4.07], [-7.97, -6.96, 0.24], [-9.53, -6.96, -0.26], [-8.89, -5.49, 0.46], [-10.36, -7.82, 5.15], [-12.15, -7.52, 5.32], [-11.15, -6.25, 4.99], [-11.52, -5.14, 1.78], [-1.88, 3.15, -6.24], [-2.09, 3.61, -7.33], [-0.99, 3.57, -5.37], [-2.64, 2.24, -5.70], [-0.44, 4.39, -5.57], [-0.88, 3.20, -4.44], [-2.40, 1.83, -4.81], [-3.49, 1.88, -6.09], [-8.46, 0.29, 0.57], [-9.00, -0.37, -0.27], [-8.01, 1.47, 0.44], [-8.15, -0.28, 1.74], [-8.15, 2.03, -0.39], [-7.61, 1.93, 1.24], [-7.63, 0.17, 2.48], [-8.60, -1.16, 1.94], [-2.80, 0.01, 5.49], [-3.87, -0.53, 5.64], [-1.75, -0.69, 5.24], [-2.55, 1.27, 5.62], [-1.69, -1.70, 5.34], [-0.88, -0.19, 5.33], [-3.33, 1.89, 5.44], [-1.59, 1.57, 5.62], [-5.59, 5.52, 3.95], [-5.87, 4.41, 3.70], [-5.33, 5.91, 5.20], [-5.45, 6.44, 3.04], [-4.89, 6.77, 5.47], [-5.61, 5.25, 5.92], [-5.19, 7.39, 3.27], [-5.80, 6.24, 2.11]],
  "mulliken_charge": [-0.74, -0.27, -0.28, -0.77, -0.25, -0.55, -0.59, -0.34, -0.71, 0.28, 0.30, 0.23, 0.29, 0.29, 0.32, 0.32, 0.24, 0.31, 0.31, 0.32, 0.45, 0.22, 0.27, 0.32, -0.78, -0.30, -0.54, -0.44, -0.24, -0.66, -0.35, -0.32, -0.78, 0.31, 0.27, 0.30, 0.38, 0.30, 0.21, 0.30, 0.24, 0.36, 0.29, 0.32, 0.28, 0.31, 0.27, 0.30, -0.76, -0.35, -0.58, -0.70, -0.45, -0.75, -0.65, -0.25, -0.82, 0.30, 0.28, 0.31, 0.43, 0.44, 0.33, 0.39, 0.30, 0.47, 0.37, 0.31, 0.52, 0.32, 0.25, 0.29, -0.64, -0.35, -0.66, -0.55, -0.22, -0.54, -0.60, -0.36, -0.68, 0.23, 0.27, 0.32, 0.24, 0.36, 0.50, 0.36, 0.13, 0.38, 0.29, 0.29, 0.40, 0.32, 0.24, 0.26, -0.84, -0.28, -0.62, -0.73, -0.50, -0.22, -0.79, -0.34, -0.79, 0.34, 0.32, 0.30, 0.43, 0.44, 0.46, 0.35, 0.26, 0.25, 0.20, 0.52, 0.33, 0.29, 0.29, 0.33, -0.60, -0.36, -0.45, -0.53, -0.17, -0.92, -0.50, -0.31, -0.75, 0.22, 0.31, 0.21, 0.35, 0.21, 0.26, 0.42, 0.23, 0.43, 0.35, 0.38, 0.37, 0.31, 0.24, 0.30, -0.73, -0.30, -0.63, -0.56, -0.21, -0.99, -0.22, -0.26, -0.77, 0.32, 0.23, 0.28, 0.44, 0.32, 0.28, 0.41, 0.26, 0.28, 0.42, 0.26, 0.30, 0.25, 0.29, 0.31, -1.82, 1.37, -1.11, -0.66, -0.93, 1.12, 0.36, -0.46, -1.62, -1.94, -1.75, 0.37, 0.41, 0.45, 0.43, 0.37, 0.40, 0.35, 0.31, 0.42, 0.30, 0.37, 0.51, 0.41, 0.40, 0.47, 0.34, 0.43, 0.39, 0.34, -1.85, 1.40, -1.08, -0.74, -1.17, 1.50, 0.37, -0.49, -1.63, -1.84, -1.83, 0.37, 0.43, 0.46, 0.38, 0.41, 0.39, 0.33, 0.40, 0.41, 0.39, 0.36, 0.31, 0.40, 0.42, 0.40, 0.33, 0.46, 0.37, 0.35, 0.68, -0.65, -0.31, -0.28, 0.17, 0.13, 0.10, 0.15, 0.72, -0.67, -0.32, -0.39, 0.21, 0.12, 0.14, 0.19, 0.75, -0.68, -0.34, -0.35, 0.21, 0.08, 0.20, 0.14, 0.64, -0.61, -0.41, -0.38, 0.16, 0.22, 0.16, 0.22]
}

=====

{
  "formula": "C25H14Cl3FN2O2Sn",
  "method": "ωB97M-V/def2-TZVPD",
  "lumo_ev": -0.981,
  "e_above_lowest_kcal_mol": 6.5,
  "homo_lumo_gap_ev": 7.9,
  "elements": ["Sn", "F", "C", "C", "C", "C", "C", "C", "H", "H", "H", "H", "Cl", "C", "Cl", "Cl", "C", "O", "O", "N", "C", "C", "C", "C", "C", "C", "C", "C", "C", "H", "H", "H", "H", "C", "C", "C", "C", "C", "C", "C", "C", "N", "H", "H", "H", "H", "H", "H"],
  "coordinates": [[-0.31, 0.04, -0.55], [-2.30, 1.57, -6.19], [-2.06, 1.01, -4.98], [-0.94, 0.22, -4.80], [-0.59, -0.23, -3.53], [-1.26, 0.31, -2.42], [-2.40, 1.07, -2.58], [-2.85, 1.35, -3.87], [-0.35, -0.08, -5.69], [0.18, -1.02, -3.46], [-2.97, 1.44, -1.69], [-3.82, 1.84, -4.02], [-4.52, -2.46, 0.49], [-3.31, -1.78, 1.67], [-2.72, -3.16, 2.61], [-4.12, -0.68, 2.81], [-2.20, -1.06, 0.82], [-2.45, 0.15, 0.58], [-1.21, -1.71, 0.41], [-0.92, -0.81, 9.00], [-0.88, -0.61, 7.87], [-0.73, -0.40, 6.48], [0.05, -1.27, 5.71], [0.29, -0.96, 4.40], [-0.21, 0.23, 3.85], [-0.93, 1.11, 4.65], [-1.29, 0.75, 5.92], [0.10, 0.54, 2.51], [0.29, 0.84, 1.32], [0.43, -2.15, 6.21], [0.89, -1.64, 3.77], [-1.34, 2.07, 4.24], [-1.97, 1.35, 6.55], [1.72, -1.02, -0.67], [2.50, -0.30, -1.63], [2.72, 1.08, -1.54], [3.38, 1.76, -2.52], [3.82, 1.10, -3.71], [3.62, -0.26, -3.79], [3.05, -0.96, -2.74], [4.41, 1.79, -4.80], [4.87, 2.28, -5.72], [2.05, -0.82, 0.36], [1.53, -2.09, -0.87], [2.33, 1.58, -0.62], [3.60, 2.81, -2.38], [3.87, -0.80, -4.71], [2.95, -2.03, -2.75]],
  "mulliken_charge": [1.48, -0.29, 0.21, -0.43, -0.27, -0.11, -0.37, -0.49, 0.39, 0.42, 0.36, 0.38, -0.14, 0.70, -0.12, -0.10, 0.25, -0.57, -0.65, -0.48, -0.08, 0.62, -0.63, -0.36, 0.73, -0.49, -0.54, 0.04, -0.88, 0.43, 0.42, 0.37, 0.42, -1.45, 0.89, -0.13, -0.75, 0.36, -0.57, -0.63, 0.05, -0.50, 0.42, 0.42, 0.34, 0.45, 0.44, 0.43]
}

=====

{
  "formula": "C2H4N3O8S2",
  "method": "ωB97M-V/def2-TZVPD",
  "lumo_ev": 3.165,
  "e_above_lowest_kcal_mol": 103.5,
  "homo_lumo_gap_ev": 8.9,
  "total_charge": -1,
  "smiles": "CC(=O)N/N=[N+](\\[O-])OS12(=O)OS1(=O)([O-])O2",
  "elements": ["C", "C", "O", "N", "N", "N", "O", "O", "S", "O", "O", "S", "O", "O", "O", "H", "H", "H", "H"],
  "coordinates": [[3.41, -0.52, 0.04], [2.33, 0.26, 0.77], [2.09, 0.03, 1.96], [1.51, 0.93, -0.05], [0.33, 1.44, 0.42], [-0.51, 1.61, -0.51], [-0.31, 1.49, -1.70], [-1.62, 2.04, -0.04], [-2.89, 0.67, 0.19], [-3.57, 0.89, -1.04], [-3.86, -0.95, 0.88], [-2.68, -1.73, 0.30], [-1.96, -2.45, 1.29], [-2.99, -2.41, -0.91], [-1.74, -0.42, -0.10], [3.74, -1.37, 0.71], [3.15, -0.77, -0.90], [4.09, 0.37, -0.15], [1.49, 0.88, -1.16]],
  "mulliken_charge": [-1.07, 0.65, -0.61, 0.02, -0.57, 1.23, -0.83, -0.60, 0.78, -0.49, -0.51, 1.05, -0.58, -0.58, -0.15, 0.26, 0.38, 0.27, 0.33]
}

=====

| no. | largest force on an atom (eV Å⁻¹) |
| --- | --- |
| 1 | 0.28 |
| 2 | 6.27 |
| 3 | 3.60 |
| 4 | 4.56 |